{"formula": "C6H12O", "method": "ωB97M-V/def2-TZVPD", "total_charge": 0, "max_force_ev_per_a": 0.4, "spin_multiplicity": 1, "smiles": "CCCCC(C)=O", "e_lumo_ev": 1.02, "e_tot_ha": -311.053156, "symbols": ["C", "C", "C", "C", "C", "C", "O", "H", "H", "H", "H", "H", "H", "H", "H", "H", "H", "H", "H"], "coordinates": [[-0.47155, -0.00367, 2.74330], [-0.02437, 0.48829, 1.37374], [-1.06993, 0.23195, 0.28873], [-0.49646, 0.50581, -1.09617], [0.32203, -0.71478, -1.50528], [1.51010, -0.51374, -2.40073], [0.01707, -1.82595, -1.12359], [0.27050, 0.22296, 3.51581], [-0.63006, -1.08805, 2.73091], [-1.41662, 0.47150, 3.02944], [0.92349, -0.00115, 1.10297], [0.18830, 1.56534, 1.41132], [-1.97800, 0.81115, 0.48701], [0.11662, 1.41817, -1.12727], [-1.28643, 0.64182, -1.84873], [1.17341, -0.08651, -3.35119], [1.98067, -1.48436, -2.56231], [2.22216, 0.18771, -1.95126], [-1.35094, -0.82650, 0.28330]], "atomic_forces_ev_per_a": [[-0.034, -0.008, 0.082], [0.030, 0.047, -0.003], [-0.086, 0.010, 0.055], [-0.024, -0.047, 0.015], [-0.038, -0.266, 0.017], [0.064, -0.053, -0.074], [0.156, 0.341, -0.208], [-0.115, -0.036, -0.092], [0.012, 0.160, 0.012], [0.109, -0.078, 0.017], [-0.191, 0.040, -0.001], [-0.003, -0.120, 0.021], [0.151, 0.052, -0.042], [-0.070, -0.223, 0.015], [0.111, -0.105, 0.094], [0.112, -0.009, 0.054], [0.033, 0.179, -0.099], [-0.128, -0.077, -0.067], [-0.089, 0.193, 0.205]]}

=====

{"formula": "C6H12O", "method": "ωB97M-V/def2-TZVPD", "total_charge": 0, "max_force_ev_per_a": 0.2, "spin_multiplicity": 1, "e_lumo_ev": 1.18, "e_tot_ha": -310.915618, "symbols": ["C", "C", "O", "C", "C", "C", "C", "H", "H", "H", "H", "H", "H", "H", "H", "H", "H", "H", "H"], "coordinates": [[-2.48274, -0.03254, -1.48999], [-1.04260, 0.44131, -1.41166], [-0.21930, -0.45491, -0.66566], [-0.45608, -0.43110, 0.68372], [0.61349, -1.26002, 1.36004], [1.17803, 0.11876, 1.46950], [2.25932, 0.56771, 0.52381], [-2.90829, -0.10084, -0.48504], [-2.53418, -1.02187, -1.95598], [-3.08562, 0.66406, -2.08348], [-0.98195, 1.44313, -0.96508], [-0.58563, 0.48657, -2.40507], [-0.01733, 0.68606, 1.15493], [1.14664, -1.92432, 0.67983], [0.32457, -1.75010, 2.28856], [1.19090, 0.53780, 2.47673], [2.41663, 1.65052, 0.58448], [3.21307, 0.07132, 0.74218], [1.97107, 0.30845, -0.50181]], "atomic_forces_ev_per_a": [[-0.032, -0.053, 0.038], [-0.084, 0.167, -0.148], [-0.014, -0.038, 0.080], [0.004, -0.165, -0.046], [0.000, -0.104, 0.059], [0.164, 0.059, 0.105], [0.006, 0.015, -0.024], [0.043, 0.020, -0.142], [0.015, 0.139, 0.052], [0.116, -0.092, 0.086], [-0.020, -0.120, -0.040], [-0.077, 0.002, 0.117], [0.037, 0.075, 0.023], [-0.072, 0.104, 0.083], [0.046, 0.101, -0.168], [-0.042, -0.039, -0.171], [-0.018, -0.183, -0.016], [-0.175, 0.064, -0.034], [0.103, 0.049, 0.147]]}

=====

{"formula": "C6H12O", "method": "ωB97M-V/def2-TZVPD", "total_charge": 0, "max_force_ev_per_a": 1.3, "spin_multiplicity": 1, "smiles": "CC1(O)CCCC1", "e_lumo_ev": 0.92, "e_tot_ha": -311.028243, "symbols": ["C", "C", "O", "C", "C", "C", "C", "H", "H", "H", "H", "H", "H", "H", "H", "H", "H", "H", "H"], "coordinates": [[1.97073, -0.80761, -0.43349], [0.61103, -0.29245, 0.07240], [0.61618, -0.31712, 1.50162], [0.15498, 1.23880, -0.41783], [-1.26013, 1.36035, 0.21036], [-1.77337, -0.21295, 0.24949], [-0.63668, -1.05615, -0.33001], [2.70796, -0.00280, -0.33685], [1.92987, -1.10586, -1.48469], [2.37188, -1.67071, 0.12829], [1.48025, -0.02778, 1.81728], [0.92624, 1.92994, -0.04518], [0.08220, 1.43027, -1.51234], [-1.15632, 1.84234, 1.20408], [-1.98850, 1.97494, -0.34060], [-2.69768, -0.55438, -0.26504], [-1.88317, -0.53232, 1.29432], [-0.62706, -1.15854, -1.42571], [-0.82840, -2.03798, 0.11389]], "atomic_forces_ev_per_a": [[-0.130, 0.286, -0.152], [-0.203, 0.724, -0.591], [0.215, 0.305, 0.039], [0.369, -1.166, 0.356], [-0.353, -1.251, 0.015], [0.090, 0.904, 0.118], [-0.150, 0.026, 0.079], [0.015, -0.065, -0.097], [-0.040, 0.166, 0.043], [-0.566, 0.322, -0.050], [-0.108, 0.039, -0.066], [-0.466, 0.009, 0.131], [0.321, -0.761, 0.544], [-0.347, -0.785, -0.350], [0.533, -0.169, -0.117], [0.233, 1.126, 0.219], [-0.032, 0.310, -0.227], [-0.291, 0.156, 0.259], [0.909, -0.176, -0.151]]}

=====

{"formula": "C6H12O", "method": "ωB97M-V/def2-TZVPD", "total_charge": 0, "max_force_ev_per_a": 1.7, "spin_multiplicity": 1, "smiles": "COCC1(C)CC1", "e_lumo_ev": 1.06, "e_tot_ha": -310.951498, "symbols": ["C", "O", "C", "C", "C", "C", "C", "H", "H", "H", "H", "H", "H", "H", "H", "H", "H", "H", "H"], "coordinates": [[-1.76338, 0.19341, 2.18337], [-1.27932, -0.15997, 0.91148], [-0.17512, 0.70878, 0.52461], [0.68999, 0.17188, -0.62647], [1.93152, -0.65481, -0.28680], [-0.46378, -0.49270, -1.38470], [0.52261, 0.29105, -2.13236], [-2.11740, 1.23680, 2.21613], [-0.97745, 0.07318, 2.94338], [-2.60293, -0.45940, 2.44693], [-0.61126, 1.69067, 0.32184], [0.46320, 0.73069, 1.40187], [2.11992, -0.70515, 0.78789], [2.85123, -0.25862, -0.74409], [1.82646, -1.68053, -0.66085], [-1.42036, 0.00484, -1.24841], [-0.50065, -1.56301, -1.28035], [0.22709, 1.18415, -2.66746], [1.22606, -0.33260, -2.68098]], "atomic_forces_ev_per_a": [[0.027, 0.121, 0.254], [0.514, 0.064, -0.178], [0.760, 0.772, 0.353], [-1.302, -0.936, 0.549], [-0.104, -0.154, 0.139], [-0.162, -0.690, -0.731], [-0.127, 0.164, -0.355], [0.075, -0.135, -0.032], [-0.122, 0.053, 0.009], [0.215, 0.057, -0.236], [0.175, 0.158, 0.027], [0.182, 0.532, 0.308], [-0.143, -0.069, -0.010], [-0.401, 0.112, 0.079], [0.007, 0.044, 0.111], [0.210, -0.344, 0.040], [0.007, -0.293, -0.695], [-0.095, 0.083, 0.163], [0.286, 0.460, 0.205]]}

=====

{"formula": "C6H12O", "method": "ωB97M-V/def2-TZVPD", "total_charge": 0, "max_force_ev_per_a": 0.3, "spin_multiplicity": 1, "smiles": "CC1(O)CCCC1", "e_lumo_ev": 0.96, "e_tot_ha": -311.057259, "symbols": ["C", "C", "O", "C", "C", "C", "C", "H", "H", "H", "H", "H", "H", "H", "H", "H", "H", "H", "H"], "coordinates": [[0.64151, 1.99932, -0.56063], [-0.01920, 0.75425, 0.00827], [-1.09078, 1.20828, 0.84182], [-0.54818, -0.22659, -1.04582], [-0.77043, -1.54363, -0.27505], [0.23346, -1.50380, 0.91057], [0.93428, -0.13320, 0.82407], [-0.07529, 2.56517, -1.16438], [1.50430, 1.74011, -1.18401], [0.98593, 2.64466, 0.25451], [-1.82617, 0.58817, 0.75812], [-1.45015, 0.15752, -1.53808], [0.21405, -0.37398, -1.81994], [-1.80274, -1.62087, 0.09115], [-0.61451, -2.41294, -0.92072], [0.95290, -2.32695, 0.85968], [-0.29525, -1.60630, 1.86349], [1.89131, -0.21690, 0.29130], [1.13496, 0.30769, 1.80566]], "atomic_forces_ev_per_a": [[0.017, 0.011, -0.010], [0.277, -0.062, -0.197], [-0.262, -0.155, 0.018], [-0.010, 0.001, -0.032], [-0.046, -0.042, -0.042], [-0.005, -0.039, 0.056], [0.033, 0.023, 0.020], [0.100, -0.072, 0.081], [-0.137, 0.009, 0.089], [-0.062, -0.084, -0.110], [0.131, 0.136, 0.111], [0.143, -0.059, 0.065], [-0.072, 0.079, 0.111], [0.174, 0.035, -0.047], [-0.035, 0.117, 0.097], [-0.108, 0.124, 0.011], [0.073, 0.016, -0.136], [-0.177, 0.002, 0.069], [-0.033, -0.041, -0.155]]}

=====

{"formula": "C6H12O", "method": "ωB97M-V/def2-TZVPD", "total_charge": 0, "max_force_ev_per_a": 0.4, "spin_multiplicity": 1, "e_lumo_ev": 0.88, "e_tot_ha": -310.910769, "symbols": ["C", "C", "O", "C", "C", "C", "C", "H", "H", "H", "H", "H", "H", "H", "H", "H", "H", "H", "H"], "coordinates": [[-1.60599, 0.21964, 1.67878], [-0.19531, 0.01188, 1.13442], [0.55018, -0.61638, 2.17183], [-0.20582, -0.84445, -0.12895], [-0.62605, -0.19441, -1.45084], [0.80622, -0.49192, -1.73731], [1.70004, 0.71119, -1.50945], [-2.23296, 0.73805, 0.94424], [-1.56984, 0.81638, 2.59764], [-2.06721, -0.74747, 1.91453], [0.23727, 0.99747, 0.88839], [1.45441, -0.74777, 1.85023], [-0.67041, -1.82555, 0.01860], [-0.92024, 0.85876, -1.33279], [-1.37658, -0.75551, -2.01365], [0.87897, -1.22624, -0.43483], [1.30877, 1.54608, -0.89965], [1.82894, 1.10751, -2.52991], [2.70561, 0.44274, -1.16130]], "atomic_forces_ev_per_a": [[0.025, -0.017, -0.034], [-0.214, 0.126, -0.256], [0.292, 0.014, -0.252], [0.037, -0.083, 0.039], [-0.068, 0.045, -0.041], [-0.179, 0.323, -0.016], [0.045, 0.008, 0.039], [0.129, -0.098, 0.135], [0.015, -0.121, -0.205], [0.107, 0.170, -0.049], [-0.057, -0.238, 0.104], [-0.243, 0.019, 0.176], [0.108, 0.207, -0.037], [0.125, -0.193, -0.006], [0.200, 0.110, 0.158], [-0.069, 0.038, 0.259], [0.009, -0.233, -0.110], [-0.031, -0.103, 0.185], [-0.232, 0.025, -0.086]]}

=====

Number 1: HOMO energy -9.652 eV. Number 2: HOMO energy -7.846 eV. Number 3: HOMO energy -9.899 eV. Number 4: HOMO energy -9.117 eV. Number 5: HOMO energy -10.015 eV. Number 6: HOMO energy -8.108 eV.